Entry 1:
18
Properties=species:S:1:pos:R:3 method="wB97M-V/def2-TZVPD" homo_lumo_gap_ev=9.45 lumo_ev=0.987 relative_energy_kcal_mol=46.9
N 0.45 0.99 -2.43
C 0.32 -0.41 -2.13
C -0.33 -0.65 -0.56
C -0.61 -2.14 -0.21
N -1.97 -2.22 0.17
H -0.40 1.52 -2.42
H 0.99 1.41 -1.67
H -0.63 -0.81 -2.76
H 1.10 -1.14 -2.29
H -1.33 -0.05 -0.59
H 0.29 -0.16 0.06
H -0.35 -2.77 -0.99
H 0.03 -2.24 0.70
H -2.08 -2.76 1.09
H -2.72 -2.28 -0.42
O 2.45 4.41 5.09
H 3.23 4.74 4.64
H 1.58 4.55 4.71

Entry 2:
16
Properties=species:S:1:pos:R:3 method="wB97M-V/def2-TZVPD" total_charge=+1 homo_lumo_gap_ev=8.28 lumo_ev=-4.085 relative_energy_kcal_mol=81.6
C -3.32 -1.50 -0.13
N -4.06 -0.52 -0.41
N 4.48 0.34 0.55
N 0.75 2.93 0.19
N -2.71 -2.48 -0.28
N -1.54 -2.98 -0.40
H -0.92 -2.30 -0.93
H -4.54 0.18 0.25
H -4.62 -0.60 -1.22
H 4.87 0.69 1.43
H 1.50 3.07 0.86
H 0.12 3.77 0.48
H 1.36 3.14 -0.67
H -1.31 -3.90 0.14
H 5.01 0.76 -0.26
H 4.93 -0.59 0.40

Entry 3:
65
Properties=species:S:1:pos:R:3 method="wB97M-V/def2-TZVPD" total_charge=-1 multiplicity=5 homo_lumo_gap_ev="5.36 / 5.28" lumo_ev="1.284 / 1.259" relative_energy_kcal_mol=70.8
Fe 0.12 0.75 -0.25
O 0.09 -0.55 4.02
C 1.31 -0.02 4.34
C 1.58 -0.04 5.71
C 2.87 0.16 6.18
C 3.86 0.48 5.24
C 3.59 0.54 3.89
C 2.28 0.34 3.40
C 1.85 0.47 2.01
O 0.62 0.34 1.69
N 2.83 0.89 1.21
N 2.40 0.97 -0.02
C 3.23 1.37 -0.99
C 2.96 1.59 -2.33
C 4.00 2.18 -3.14
C 3.97 2.19 -4.49
C 2.92 1.41 -5.10
C 1.90 0.90 -4.32
C 1.73 1.17 -2.93
O 0.61 0.93 -2.25
H 0.06 -0.25 3.01
H 0.64 -0.10 6.32
H 3.11 -0.02 7.21
H 4.89 0.75 5.57
H 4.34 0.77 3.13
H 4.26 1.56 -0.74
H 4.82 2.75 -2.68
H 4.75 2.67 -5.09
H 2.89 1.27 -6.18
H 1.06 0.37 -4.77
O -3.76 4.92 -0.96
C -4.46 3.82 -0.79
O -5.66 3.75 -0.69
C -3.61 2.58 -0.74
C -4.16 1.30 -0.79
Cl -5.75 0.92 -1.02
N -3.18 0.37 -0.63
N -1.98 1.06 -0.52
C -2.22 2.35 -0.50
C -1.07 3.30 -0.23
O -1.17 4.53 -0.53
O 0.03 2.74 0.13
C -3.31 -1.04 -0.42
C -2.13 -1.87 -0.93
C -2.31 -3.40 -0.84
C -3.61 -3.88 -0.22
C -4.57 -3.01 0.18
C -4.39 -1.62 0.12
H -2.68 4.79 -0.70
H -1.81 -1.49 -1.94
H -2.09 -3.87 -1.81
H -3.78 -4.95 -0.10
H -5.50 -3.39 0.56
H -5.12 -0.95 0.55
Cl 2.32 -4.26 -2.02
C 1.17 -3.50 -1.04
C 0.10 -4.21 -0.46
C -1.04 -3.45 0.14
C -0.93 -1.90 0.03
N 0.26 -1.35 -0.52
C 1.18 -2.06 -1.03
H 0.16 -5.33 -0.50
H -1.35 -3.76 1.14
H -1.14 -1.38 0.99
H 2.02 -1.58 -1.56

Entry 4:
48
Properties=species:S:1:pos:R:3 method="wB97M-V/def2-TZVPD" homo_lumo_gap_ev=6.73 lumo_ev=-0.423 relative_energy_kcal_mol=41.3
C 3.04 2.24 -5.13
N 3.62 0.91 -4.82
C 3.96 0.02 -5.96
C 2.99 0.24 -3.67
C 3.24 0.93 -2.32
N 2.82 0.08 -1.19
C 3.88 -0.64 -0.49
C 1.57 0.16 -0.61
C 0.48 0.89 -1.05
C -0.59 0.71 -0.09
C -0.11 -0.19 0.82
C -0.77 -0.56 2.10
N 0.02 -0.78 3.15
C -0.52 -0.89 4.32
N 0.29 -1.20 5.29
N -1.78 -0.90 4.61
C -2.57 -0.74 3.57
C -2.12 -0.60 2.27
C -3.31 -0.45 1.46
O -3.28 -0.26 0.25
C -4.46 -0.43 2.32
C -5.85 -0.33 2.05
C -6.74 -0.36 3.12
C -6.27 -0.53 4.43
C -4.91 -0.72 4.69
C -4.02 -0.64 3.61
O 1.19 -0.53 0.51
H 3.71 2.72 -5.81
H 2.99 2.84 -4.21
H 2.04 2.16 -5.55
H 4.37 0.57 -6.83
H 4.68 -0.77 -5.62
H 3.01 -0.45 -6.29
H 3.47 -0.74 -3.56
H 1.94 0.09 -3.83
H 2.68 1.86 -2.30
H 4.29 1.21 -2.23
H 4.84 -0.60 -1.05
H 4.06 -0.15 0.50
H 3.57 -1.69 -0.31
H 0.49 1.54 -1.93
H -1.53 1.27 -0.02
H 1.14 -1.51 4.88
H -0.14 -1.76 5.99
H -6.16 -0.24 1.02
H -7.81 -0.25 2.92
H -6.95 -0.59 5.29
H -4.49 -0.93 5.68